22
Properties=species:S:1:pos:R:3:forces:R:3 method="wB97M-V/def2-TZVPD" total_energy_ha=-607.88150 lumo_energy_ev=0.389 smiles=CC(C#N)(C#N)[C@@H](O)[C@H](O)CO gap_ev=10.8485
C 1.717 -0.735 1.331 1.1 -2.2 2.8
C 1.876 -0.642 -0.995 0.2 -1.6 -2.3
C 2.455 1.301 0.279 -0.4 2.1 1.9
C -2.485 -0.274 0.277 1.7 1.9 -0.2
C -1.015 -0.589 -0.101 -0.1 -0.4 0.1
C -0.040 0.575 0.238 1.4 0.6 -1.7
C 1.501 0.128 0.132 -0.7 0.0 2.5
N 1.979 -1.393 2.276 -1.0 2.2 -3.0
N 2.164 -1.322 -1.879 0.0 0.6 0.5
O -3.120 -1.403 -0.159 -3.8 -1.9 1.2
O -0.920 -0.766 -1.539 4.0 3.9 3.5
O -0.208 1.731 -0.617 -0.6 -1.6 0.0
H 2.264 2.000 -0.548 0.5 -0.2 0.4
H 3.482 1.025 0.468 0.4 -0.5 -1.0
H 2.312 1.849 1.284 -0.6 -0.6 -1.5
H -2.713 0.644 -0.355 -0.3 -0.8 0.8
H -2.673 -0.044 1.363 0.5 -0.2 -0.9
H -0.680 -1.537 0.427 -0.4 1.0 -0.5
H -0.028 0.926 1.272 -0.9 -0.1 0.0
H -3.939 -1.595 0.423 2.0 0.5 -1.6
H -1.438 -1.236 -2.090 -3.4 -2.9 -1.6
H -0.492 1.356 -1.488 0.3 0.3 0.8



11
Properties=species:S:1:pos:R:3:forces:R:3 method="wB97M-V/def2-TZVPD" total_energy_ha=-732.75416 lumo_energy_ev=-0.061 gap_ev=8.9522
C 0.290 0.570 0.020 -6.5 2.2 -0.5
N -2.570 -1.495 0.522 0.7 -0.5 -0.1
N -3.292 -0.517 0.466 -2.6 1.8 0.1
N -1.484 -1.397 -0.209 -0.8 -1.2 1.2
N -1.250 -0.260 -0.912 2.6 2.4 1.0
O -2.307 1.810 0.545 -0.4 -0.4 -1.2
S -2.685 0.822 -0.491 1.6 -0.6 1.7
H -0.188 1.318 0.695 0.4 -0.7 -0.7
H 0.681 -0.188 0.506 1.8 -3.9 2.1
H 0.822 0.979 -0.730 1.7 1.2 -2.6
H -1.023 -2.272 -0.131 1.5 -0.1 -0.9



86
Properties=species:S:1:pos:R:3:forces:R:3 method="wB97M-V/def2-TZVPD" charge=-2 total_energy_ha=-8183.95523 lumo_energy_ev=3.616 gap_ev=6.0897
K 0.075 1.046 0.816 1.4 -2.7 -0.2
O 2.680 -1.770 -2.995 -0.2 0.4 0.4
C 3.911 -2.028 -2.538 0.1 0.0 0.1
C 4.798 -2.710 -3.380 0.0 0.0 0.1
C 6.083 -3.002 -2.957 0.0 0.0 0.1
C 6.511 -2.615 -1.690 0.0 0.0 0.0
C 5.634 -1.934 -0.858 0.0 0.0 0.0
C 4.334 -1.632 -1.249 -0.1 0.0 -0.1
C 3.381 -0.898 -0.331 -0.6 -0.4 -0.3
O 2.155 -0.812 -0.707 0.6 0.3 0.0
N 3.884 -0.517 0.809 0.3 0.0 0.3
N 3.134 0.354 1.541 -0.3 0.1 -0.4
C 2.887 0.086 2.754 -0.1 0.2 0.2
C 2.213 1.090 3.620 0.1 0.0 -0.2
C 1.730 0.711 4.866 -0.1 0.0 0.1
C 1.031 1.637 5.630 0.0 -0.1 0.0
C 0.843 2.910 5.132 0.0 0.0 0.0
C 1.397 3.211 3.892 0.1 -0.2 -0.1
N 2.078 2.340 3.155 -0.1 0.0 0.1
H 2.224 -1.273 -2.218 0.2 -0.3 -0.1
H 4.451 -2.992 -4.367 0.0 0.0 0.0
H 6.754 -3.538 -3.620 0.0 0.0 0.0
H 7.518 -2.841 -1.358 0.0 0.0 0.0
H 5.936 -1.613 0.132 0.0 0.0 0.0
H 3.140 -0.885 3.188 0.1 0.0 0.1
H 1.874 -0.307 5.210 0.0 0.0 0.0
H 0.613 1.352 6.590 0.0 0.0 0.0
H 0.245 3.647 5.648 0.0 0.0 0.0
H 1.251 4.197 3.466 0.0 0.0 0.0
S -3.312 -2.772 -5.962 -0.1 -0.1 -0.3
N -3.882 -1.574 -5.031 0.0 0.0 0.0
C -3.141 -1.562 -3.943 0.1 0.1 0.3
C -3.308 -0.660 -2.811 0.0 -0.2 -0.2
C -4.285 0.333 -2.779 -0.1 0.0 -0.1
C -4.388 1.127 -1.665 0.0 0.0 0.0
C -3.502 0.916 -0.601 0.1 -0.1 0.0
N -2.564 -0.023 -0.627 0.0 0.1 -0.1
C -2.460 -0.806 -1.710 0.2 0.0 0.2
C -1.399 -1.858 -1.701 -0.1 0.3 0.2
N -0.648 -1.953 -0.601 0.1 0.0 -0.1
C 0.320 -2.852 -0.579 -0.1 0.0 0.1
C 0.598 -3.715 -1.641 0.0 0.0 0.1
C -0.188 -3.639 -2.762 0.0 -0.1 -0.1
C -1.218 -2.702 -2.800 -0.2 0.0 -0.2
C -2.117 -2.564 -3.937 0.1 0.1 0.3
N -2.111 -3.313 -5.020 0.0 0.0 0.0
H -4.939 0.458 -3.634 0.0 0.0 0.0
H -5.123 1.919 -1.601 0.0 0.0 0.0
H -3.539 1.548 0.293 0.0 -0.1 -0.1
H 0.920 -2.890 0.325 0.0 0.0 -0.1
H 1.436 -4.398 -1.584 0.0 0.0 0.0
H -0.021 -4.279 -3.620 0.0 0.0 0.0
C -3.914 -1.826 2.090 0.0 0.0 0.0
C -2.842 -1.000 2.784 0.0 0.0 0.0
O -1.547 -1.309 2.305 0.1 -0.1 0.0
C -0.744 -2.128 3.114 -0.1 0.1 0.0
C -1.072 -3.611 2.991 0.0 -0.1 0.0
H -4.905 -1.519 2.440 0.0 0.0 0.0
H -3.792 -2.896 2.281 0.0 0.0 0.0
H -3.860 -1.663 1.011 0.0 0.0 0.1
H -2.886 -1.148 3.871 0.0 0.0 0.0
H -2.991 0.065 2.596 0.0 0.0 0.0
H -0.815 -1.810 4.163 0.0 0.0 0.0
H 0.287 -1.952 2.792 0.0 0.0 0.0
H -2.032 -3.848 3.457 0.0 0.0 0.0
H -0.297 -4.211 3.479 -0.1 0.0 0.0
H -1.122 -3.890 1.936 0.0 0.0 0.1
C 0.888 4.994 -0.455 -0.2 0.0 0.3
As -0.104 3.783 -1.583 0.3 0.3 -1.1
C 0.259 4.788 -3.244 0.0 0.1 0.0
C -2.022 3.906 -1.756 -0.1 0.1 0.4
S 0.758 1.909 -1.995 -0.1 0.2 0.0
H 0.593 6.016 -0.690 0.0 0.0 0.0
H 1.924 4.826 -0.737 0.1 0.0 0.0
H 0.718 4.764 0.590 0.0 0.0 0.0
H -0.199 5.783 -3.227 0.0 -0.1 0.0
H -0.128 4.215 -4.084 0.0 0.0 0.0
H 1.338 4.884 -3.356 0.0 0.0 0.0
H -2.304 4.920 -2.039 0.0 0.0 0.0
H -2.505 3.613 -0.830 0.0 0.0 0.0
H -2.252 3.213 -2.561 -0.1 0.0 -0.1
O -1.166 1.692 2.899 -0.3 0.3 0.2
Se -1.687 3.049 2.135 -0.5 0.7 0.3
O -3.278 2.921 1.737 0.2 0.0 0.1
O -0.824 3.107 0.709 -0.8 1.3 0.2
O -1.370 4.405 2.991 -0.1 -0.2 -0.1



90
Properties=species:S:1:pos:R:3:forces:R:3 method="wB97M-V/def2-TZVPD" total_energy_ha=-2297.11532 lumo_energy_ev=0.687 smiles="CCOC(=O)OC.CCOC(=O)OC.CCOC(=O)OC.CCOC(=O)OC.CCOC(=O)OC.CCOC(=O)OC" gap_ev=9.8549
C 1.419 2.236 -6.879 0.5 -1.0 1.2
C 2.564 2.371 -5.828 0.1 0.6 -1.5
O 2.095 1.879 -4.578 0.4 0.5 1.8
C 2.748 2.300 -3.446 1.9 1.6 0.0
O 3.560 3.258 -3.372 -2.7 -3.4 -0.1
O 2.369 1.462 -2.437 -0.8 1.2 -4.1
C 3.072 1.280 -1.294 2.0 -0.4 0.1
H 0.547 2.799 -6.546 0.1 0.2 -0.3
H 1.143 1.181 -6.868 -0.3 -0.1 0.1
H 1.680 2.405 -7.924 0.3 0.6 0.3
H 2.931 3.396 -5.773 -0.3 0.1 0.4
H 3.442 1.784 -6.098 -0.1 -0.2 -0.2
H 2.574 0.441 -0.810 0.9 0.5 -0.8
H 3.127 2.126 -0.609 -0.8 0.1 -2.0
H 4.110 1.017 -1.502 0.1 -0.1 -0.2
C -5.305 -1.925 0.859 0.2 -0.2 1.7
C -5.587 -2.524 -0.470 -0.6 -0.3 1.3
O -4.582 -2.052 -1.352 0.1 -1.2 -1.7
C -3.501 -2.813 -1.632 1.4 -0.3 0.5
O -2.999 -3.714 -0.998 -1.4 0.9 -1.1
O -2.926 -2.222 -2.750 -1.0 -3.0 0.4
C -1.749 -2.753 -3.416 0.1 -3.4 0.4
H -5.134 -0.848 0.864 0.0 -0.1 -0.4
H -4.441 -2.427 1.294 0.0 0.2 0.0
H -6.119 -2.081 1.567 -0.2 -0.2 -0.1
H -6.605 -2.211 -0.701 0.3 0.3 -1.3
H -5.630 -3.611 -0.393 0.4 -0.1 -0.3
H -2.090 -3.013 -4.418 0.2 0.4 -0.2
H -1.443 -3.708 -2.990 -0.3 0.0 0.4
H -0.866 -2.115 -3.416 -0.7 -0.7 0.5
C -0.710 3.013 4.371 0.3 -0.2 1.1
C -0.394 1.638 3.794 -1.4 0.5 -0.7
O 0.953 1.232 3.817 2.6 -1.0 1.0
C 1.377 -0.076 3.949 -1.4 1.0 2.6
O 0.624 -1.018 4.166 8.4 3.7 1.2
O 2.699 -0.082 4.129 0.5 0.5 -0.6
C 3.311 -1.303 4.529 -1.5 -1.4 0.4
H -0.347 3.849 3.774 0.5 -0.2 -0.1
H -0.369 3.112 5.401 0.2 0.2 0.0
H -1.783 3.200 4.410 -0.2 -0.5 -0.1
H -0.546 1.799 2.726 -1.6 -0.4 2.1
H -1.013 0.791 4.089 0.3 2.0 0.8
H 4.390 -1.357 4.379 -0.3 0.8 0.1
H 2.860 -2.170 4.045 0.1 0.2 -0.8
H 2.958 -1.534 5.534 0.7 0.4 0.5
C 4.686 2.038 2.256 0.4 -1.0 2.1
C 4.378 1.383 0.934 0.9 1.6 1.6
O 3.964 -0.014 0.929 -0.3 0.5 -0.3
C 2.638 -0.316 1.058 0.8 -0.9 0.4
O 1.871 0.335 1.746 1.8 -2.0 -1.3
O 2.396 -1.428 0.271 0.8 1.0 1.8
C 1.040 -2.001 0.252 0.0 0.8 1.1
H 4.748 3.126 2.229 -0.2 0.0 -0.5
H 5.643 1.717 2.667 0.3 -0.1 -0.2
H 4.008 1.764 3.064 -0.5 0.1 -0.3
H 5.327 1.519 0.415 -0.2 -1.0 -0.6
H 3.723 2.120 0.469 0.2 -1.2 1.2
H 0.602 -1.480 -0.599 -0.3 -1.1 1.1
H 0.570 -1.750 1.203 -0.1 0.0 -0.1
H 1.014 -3.087 0.158 0.8 0.1 -0.1
C -0.314 1.393 0.958 1.5 0.8 -0.6
C 0.733 1.271 -0.147 -1.2 -0.9 0.7
O 0.137 1.423 -1.401 -1.5 -1.6 -2.0
C -0.099 0.299 -2.149 0.3 1.3 0.3
O 0.276 -0.855 -1.957 -1.0 2.8 -1.9
O -0.852 0.736 -3.170 -0.5 -1.0 0.3
C -1.658 -0.288 -3.775 0.5 1.5 -3.6
H -0.620 0.411 1.320 -0.3 0.3 -0.4
H -1.119 2.092 0.731 -0.2 -0.4 -0.2
H 0.199 1.798 1.830 0.8 0.1 -2.0
H 1.111 0.250 -0.089 -0.8 0.9 -0.5
H 1.588 1.947 -0.139 -1.3 0.2 0.8
H -2.262 -0.975 -3.183 2.0 1.6 -1.4
H -1.083 -0.812 -4.539 0.5 0.1 0.3
H -2.382 0.153 -4.460 -0.2 1.1 0.4
C -1.194 -1.329 3.532 -2.7 -1.9 -0.7
C -2.314 -2.157 2.950 0.5 0.4 1.6
O -2.215 -1.986 1.579 -0.2 -1.5 -2.1
C -2.500 -0.881 0.980 -1.3 2.1 1.4
O -3.014 0.077 1.588 1.0 -1.6 -2.4
O -2.128 -1.046 -0.317 -0.5 -0.4 0.7
C -2.747 -0.193 -1.248 -0.7 3.3 0.4
H -0.687 -1.759 4.396 -2.7 -1.2 -0.4
H -1.354 -0.283 3.794 -1.5 -2.1 -0.6
H -0.435 -1.297 2.751 -0.8 -0.4 -0.2
H -3.245 -1.904 3.458 -0.6 0.0 -0.8
H -2.122 -3.228 3.009 0.0 0.1 0.6
H -2.777 -0.487 -2.297 -0.4 0.4 3.1
H -2.149 0.719 -1.255 -0.8 0.4 0.4
H -3.796 -0.030 -1.000 0.4 0.5 0.4